[1]
{"formula": "C7H13ClP", "method": "ωB97M-V with the def2-TZVPD basis set", "orbital_gap_ha": 0.2480, "lumo_ev": -6.28, "homo_ev": -13.03, "charge": 1, "e_tot_ha": -1075.725922, "elements": ["C", "C", "C", "C", "C", "C", "C", "P", "Cl", "H", "H", "H", "H", "H", "H", "H", "H", "H", "H", "H", "H", "H"], "coordinates": [[0.450, -0.266, -0.378], [0.987, -0.728, 0.895], [-0.847, -0.093, -0.828], [0.275, -1.034, 2.025], [-1.096, -0.302, -2.337], [0.969, -1.539, 3.253], [-0.411, 2.716, -1.688], [-1.383, 1.805, -0.343], [-3.270, 2.058, -0.976], [1.174, -0.081, -1.221], [2.057, -0.842, 1.064], [-1.411, -0.692, -0.114], [-0.814, -0.864, 2.007], [-0.576, -1.250, -2.742], [-0.604, 0.630, -2.681], [-2.175, -0.219, -2.621], [0.469, -1.375, 4.247], [1.985, -1.034, 3.391], [1.181, -2.705, 3.062], [-0.051, 3.697, -1.418], [-0.831, 2.471, -2.728], [0.601, 2.198, -1.687]]}

[2]
{"formula": "C7H13FIN", "method": "ωB97M-V with the def2-TZVPD basis set", "orbital_gap_ha": 0.2980, "smiles": "CC(C)/C=C/N.C=C(F)I", "de_lowest_ev": 1.986, "lumo_ev": 0.36, "homo_ev": -7.75, "e_tot_ha": -726.722635, "elements": ["C", "C", "C", "C", "C", "N", "H", "H", "H", "H", "H", "H", "H", "H", "H", "H", "H", "C", "C", "F", "I", "H", "H"], "coordinates": [[-0.689, 1.068, 2.164], [0.336, 0.369, 1.169], [1.721, 0.980, 1.370], [0.079, 0.460, -0.352], [-0.881, 0.811, -1.193], [-0.764, 1.007, -2.551], [-1.675, 0.527, 2.031], [-0.700, 2.145, 2.155], [-0.469, 1.021, 3.243], [0.348, -0.648, 1.534], [1.754, 1.931, 0.791], [1.887, 1.172, 2.452], [2.370, 0.346, 0.756], [0.904, 0.007, -0.917], [-1.830, 1.068, -0.666], [0.161, 0.657, -2.863], [-1.561, 1.019, -3.231], [0.618, -2.405, -0.845], [-0.734, -2.342, -0.908], [-1.458, -1.950, 0.156], [-1.788, -2.412, -2.641], [1.197, -2.723, -1.654], [1.172, -2.108, -0.001]]}

[3]
{"formula": "C7H13FIN", "method": "ωB97M-V with the def2-TZVPD basis set", "orbital_gap_ha": 0.3294, "de_lowest_ev": 2.467, "lumo_ev": 0.35, "homo_ev": -8.61, "e_tot_ha": -726.704964, "elements": ["C", "C", "C", "C", "C", "C", "C", "N", "F", "I", "H", "H", "H", "H", "H", "H", "H", "H", "H", "H", "H", "H", "H"], "coordinates": [[1.302, 1.854, 0.021], [-1.515, 1.264, -1.029], [-1.069, -1.225, -0.478], [1.999, -1.546, 1.470], [0.508, 0.601, 0.170], [-0.482, 0.144, -0.781], [2.117, -0.805, 0.178], [1.609, 2.581, 0.996], [1.694, -1.604, -0.804], [3.993, 0.104, -0.122], [1.752, 1.956, -0.957], [-2.372, 0.967, -1.645], [-1.153, 2.099, -1.667], [-2.006, 1.568, -0.082], [-0.818, -1.261, 0.606], [-2.060, -1.180, -0.836], [-0.550, -1.996, -1.014], [2.164, -0.792, 2.290], [2.823, -2.292, 1.545], [1.011, -2.085, 1.610], [0.387, 0.436, 1.310], [0.126, 0.064, -1.787], [2.112, 3.578, 0.860]]}

[4]
{"formula": "C7H13N", "method": "ωB97M-V with the def2-TZVPD basis set", "orbital_gap_ha": [0.0920, 0.3190], "s2": 0.751, "de_lowest_ev": 1.094, "lumo_ev": [3.81, 3.65], "homo_ev": [1.30, -5.03], "multiplicity": 2, "charge": -1, "e_tot_ha": -329.157197, "elements": ["C", "C", "C", "N", "C", "C", "C", "C", "H", "H", "H", "H", "H", "H", "H", "H", "H", "H", "H", "H", "H"], "coordinates": [[-1.934, -0.469, -1.061], [-0.455, -0.627, -0.893], [0.433, -0.718, -1.891], [0.164, -0.886, -3.295], [-0.101, -0.995, 0.489], [0.064, 0.129, 1.503], [1.217, 0.755, 1.780], [1.296, 2.067, 2.486], [-2.517, -1.304, -0.627], [-2.246, -0.381, -2.110], [-2.286, 0.413, -0.537], [1.482, -0.884, -1.621], [-0.411, -0.220, -3.784], [-0.090, -1.833, -3.524], [-0.907, -1.695, 0.943], [0.875, -1.518, 0.483], [-0.827, 0.436, 2.010], [2.166, 0.370, 1.423], [0.490, 2.336, 3.210], [1.435, 2.989, 1.871], [2.153, 2.035, 3.142]]}

[5]
{"formula": "C7H13N", "method": "ωB97M-V with the def2-TZVPD basis set", "orbital_gap_ha": 0.3547, "smiles": "CC[C@@H]1CCN2C[C@@H]12", "de_lowest_ev": 4.715, "lumo_ev": 1.17, "homo_ev": -8.48, "e_tot_ha": -329.098197, "elements": ["C", "C", "C", "C", "C", "N", "C", "C", "H", "H", "H", "H", "H", "H", "H", "H", "H", "H", "H", "H", "H"], "coordinates": [[-2.375, 0.619, -0.596], [-1.078, 0.467, -1.437], [0.165, -0.083, -0.703], [0.266, -1.601, -0.163], [1.207, -1.421, 1.023], [1.800, -0.106, 0.614], [1.769, 1.293, 1.125], [0.569, 0.679, 0.535], [-2.239, 1.634, -0.229], [-2.402, -0.158, 0.121], [-3.200, 0.550, -1.214], [-0.742, 1.584, -1.687], [-1.132, -0.044, -2.349], [1.035, 0.180, -1.280], [-0.739, -1.991, 0.051], [0.606, -2.186, -1.000], [0.551, -1.363, 1.967], [2.020, -2.131, 1.013], [2.577, 1.972, 0.802], [1.548, 1.515, 2.127], [-0.206, 0.589, 1.281]]}

[6]
{"formula": "C7H13N", "method": "ωB97M-V with the def2-TZVPD basis set", "orbital_gap_ha": 0.3147, "smiles": "C=C/C(N)=C(\\C)CC", "de_lowest_ev": 1.843, "lumo_ev": 1.01, "homo_ev": -7.56, "e_tot_ha": -329.203742, "elements": ["C", "C", "C", "N", "C", "C", "C", "C", "H", "H", "H", "H", "H", "H", "H", "H", "H", "H", "H", "H", "H"], "coordinates": [[-2.756, 1.152, -0.520], [-1.477, 1.481, -0.660], [-0.370, 0.471, -0.832], [-0.088, 0.177, -2.162], [0.270, -0.020, 0.273], [0.079, 0.679, 1.605], [0.901, -1.404, 0.251], [2.368, -1.377, 0.720], [-2.930, 0.144, -0.150], [-3.567, 1.864, -0.527], [-1.132, 2.454, -1.028], [0.308, -0.738, -2.286], [-0.921, 0.283, -2.739], [-0.955, 1.062, 1.685], [0.668, 1.583, 1.623], [0.073, 0.030, 2.477], [0.989, -1.703, -0.790], [0.224, -2.053, 0.816], [2.794, -2.372, 0.622], [2.830, -0.747, -0.052], [2.690, -0.965, 1.674]]}

[7]
{"formula": "C7H13N", "method": "ωB97M-V with the def2-TZVPD basis set", "orbital_gap_ha": 0.2617, "de_lowest_ev": 3.191, "lumo_ev": 0.94, "homo_ev": -6.18, "e_tot_ha": -329.154199, "elements": ["C", "C", "C", "C", "C", "C", "C", "N", "H", "H", "H", "H", "H", "H", "H", "H", "H", "H", "H", "H", "H"], "coordinates": [[0.154, -0.550, -0.862], [-0.275, -1.724, -1.686], [1.254, 0.313, -1.388], [1.000, 1.244, 1.592], [-0.257, 0.859, 0.869], [-1.123, -1.348, 1.016], [-1.352, 1.617, 0.858], [-0.289, -0.516, 0.405], [0.097, -2.670, -1.264], [-1.363, -1.796, -1.735], [0.113, -1.648, -2.698], [0.980, 1.366, -1.319], [1.427, 0.128, -2.457], [2.222, 0.153, -0.903], [1.472, 0.376, 2.043], [1.719, 1.705, 0.916], [0.772, 1.950, 2.395], [-1.336, -2.309, 0.596], [-1.595, -1.025, 1.922], [-1.357, 2.591, 1.317], [-2.262, 1.286, 0.383]]}

[8]
{"formula": "C7H13N", "method": "ωB97M-V with the def2-TZVPD basis set", "orbital_gap_ha": 0.3120, "smiles": "C=C/C(N)=C(\\C)CC", "de_lowest_ev": 1.501, "lumo_ev": 1.08, "homo_ev": -7.41, "e_tot_ha": -329.216300, "elements": ["C", "C", "C", "N", "C", "C", "C", "C", "H", "H", "H", "H", "H", "H", "H", "H", "H", "H", "H", "H", "H"], "coordinates": [[-2.676, -0.297, 0.624], [-1.903, -0.865, -0.277], [-0.535, -0.484, -0.593], [-0.350, -0.077, -1.929], [0.486, -0.448, 0.306], [0.545, -1.119, 1.650], [1.715, 0.418, 0.016], [1.411, 1.820, -0.554], [-2.392, 0.518, 1.263], [-3.699, -0.571, 0.889], [-2.291, -1.707, -0.878], [0.589, -0.132, -2.275], [-1.078, -0.367, -2.575], [-0.092, -1.994, 1.631], [0.148, -0.414, 2.398], [1.543, -1.373, 1.975], [2.352, -0.048, -0.738], [2.335, 0.486, 0.914], [2.262, 2.464, -0.388], [0.996, 1.951, -1.552], [0.636, 2.239, 0.093]]}

[9]
{"formula": "C7H13N", "method": "ωB97M-V with the def2-TZVPD basis set", "orbital_gap_ha": 0.3523, "smiles": "C=C/C(=C\\C)CCN", "de_lowest_ev": 1.920, "lumo_ev": 1.09, "homo_ev": -8.50, "e_tot_ha": -329.200910, "elements": ["C", "C", "C", "C", "C", "C", "C", "N", "H", "H", "H", "H", "H", "H", "H", "H", "H", "H", "H", "H", "H"], "coordinates": [[1.895, -1.322, 1.173], [1.147, -0.864, 0.167], [0.344, 0.390, 0.131], [0.208, 1.412, 0.980], [0.874, 1.548, 2.335], [-0.436, 0.479, -1.162], [-1.709, -0.352, -1.141], [-1.856, -1.174, -2.344], [2.143, -0.738, 2.045], [2.500, -2.224, 1.217], [1.115, -1.486, -0.724], [-0.356, 2.306, 0.774], [0.924, 2.566, 2.661], [0.236, 1.186, 3.169], [1.783, 0.969, 2.297], [0.182, 0.123, -1.999], [-0.652, 1.493, -1.486], [-1.620, -1.024, -0.271], [-2.587, 0.308, -0.978], [-1.848, -2.172, -2.191], [-2.644, -0.977, -2.943]]}

[10]
{"formula": "C7H13N", "method": "ωB97M-V with the def2-TZVPD basis set", "orbital_gap_ha": 0.3326, "de_lowest_ev": 1.978, "lumo_ev": 0.94, "homo_ev": -8.11, "e_tot_ha": -329.198773, "elements": ["C", "C", "C", "C", "C", "C", "C", "N", "H", "H", "H", "H", "H", "H", "H", "H", "H", "H", "H", "H", "H"], "coordinates": [[-0.809, -0.207, -0.799], [-0.861, 0.889, 1.007], [0.557, 0.142, -0.221], [-1.040, -0.988, -2.040], [-0.982, 0.343, 2.399], [1.331, -1.009, 0.351], [1.364, 1.187, -0.941], [-1.693, 0.256, -0.008], [-0.836, 1.969, 0.922], [-2.047, -0.827, -2.415], [-0.913, -2.048, -1.813], [-0.310, -0.728, -2.804], [-0.930, 1.141, 3.136], [-0.194, -0.371, 2.633], [-1.937, -0.173, 2.493], [2.243, -0.666, 0.836], [1.599, -1.703, -0.448], [0.731, -1.558, 1.076], [2.021, 1.697, -0.239], [0.716, 1.925, -1.411], [1.990, 0.730, -1.713]]}

[11]
{"formula": "C7H13N", "method": "ωB97M-V with the def2-TZVPD basis set", "orbital_gap_ha": 0.3539, "smiles": "C[C@@]1(N)[C@@H]2CC[C@H]1C2", "de_lowest_ev": 2.279, "lumo_ev": 1.14, "homo_ev": -8.49, "e_tot_ha": -329.187690, "elements": ["C", "C", "N", "C", "C", "C", "C", "C", "H", "H", "H", "H", "H", "H", "H", "H", "H", "H", "H", "H", "H"], "coordinates": [[2.106, 0.526, -0.309], [0.695, 0.070, -0.326], [0.459, -0.727, -1.465], [0.171, -0.500, 1.037], [-1.105, -1.189, 0.647], [-1.607, -0.077, -0.385], [-0.546, 0.997, -0.229], [-0.310, 0.974, 1.256], [2.310, 1.040, 0.696], [2.723, -0.456, -0.332], [2.052, 1.303, -1.097], [0.789, -1.645, -1.567], [0.427, -0.213, -2.312], [0.719, -1.028, 1.866], [-1.860, -1.315, 1.463], [-1.035, -2.167, 0.139], [-2.570, 0.421, -0.158], [-1.712, -0.423, -1.369], [-0.556, 2.001, -0.763], [0.323, 1.711, 1.683], [-1.239, 1.054, 1.871]]}